ORCA calculation (ωB97M-V/def2-TZVPD) on C41H35ClNP2Ti as an isolated structure.

Values from the calculation:
- Charge: +1
- Kohn-Sham gap: 7.43 eV
- E_HOMO: -10.6987 eV

Element x y z (Å)
C (-1.006, -1.831, 1.495)
C (-0.847, -2.075, 0.104)
C (0.554, -2.138, -0.179)
H (-1.655, -2.265, -0.607)
C (1.272, -1.891, 1.035)
C (0.308, -1.672, 2.081)
H (0.532, -1.492, 3.130)
H (-1.959, -1.803, 2.020)
H (1.000, -2.420, -1.133)
H (2.354, -1.888, 1.153)
Ti (0.055, 0.001, 0.745)
Cl (2.021, 1.104, 0.381)
P (-0.050, 0.359, -2.432)
C (1.188, -0.710, -3.195)
C (0.886, -1.435, -4.356)
H (-0.117, -1.398, -4.777)
C (1.883, -2.193, -4.966)
H (1.635, -2.754, -5.864)
C (3.173, -2.222, -4.435)
H (3.951, -2.808, -4.928)
C (3.475, -1.499, -3.274)
H (4.480, -1.521, -2.856)
C (2.487, -0.748, -2.649)
H (2.705, -0.189, -1.735)
C (-1.653, -0.122, -3.099)
C (-2.046, -1.475, -3.063)
H (-1.352, -2.244, -2.716)
C (-3.320, -1.830, -3.491)
H (-3.626, -2.873, -3.442)
C (-4.192, -0.851, -3.985)
H (-5.185, -1.136, -4.334)
C (-3.792, 0.488, -4.032)
H (-4.458, 1.250, -4.431)
C (-2.538, 0.866, -3.562)
H (-2.224, 1.910, -3.568)
C (0.324, 2.019, -3.006)
C (0.851, 2.154, -4.297)
H (1.090, 1.264, -4.879)
C (1.054, 3.427, -4.814)
H (1.444, 3.526, -5.822)
C (0.756, 4.552, -4.040)
H (0.908, 5.549, -4.460)
C (0.270, 4.410, -2.734)
H (0.045, 5.292, -2.136)
C (0.067, 3.143, -2.195)
H (-0.281, 3.011, -1.169)
N (-1.141, 0.976, 1.645)
P (-0.995, 1.796, 3.007)
C (0.618, 2.606, 3.142)
C (1.701, 1.918, 3.721)
C (2.975, 2.478, 3.709)
C (3.198, 3.692, 3.061)
C (2.137, 4.354, 2.436)
C (0.846, 3.828, 2.489)
C (-2.368, 2.944, 3.214)
C (-3.269, 2.794, 4.286)
C (-4.361, 3.648, 4.415)
C (-4.567, 4.667, 3.480)
C (-3.686, 4.808, 2.400)
C (-2.610, 3.933, 2.244)
C (-1.081, 0.780, 4.486)
C (-1.815, -0.416, 4.479)
C (-1.818, -1.229, 5.608)
C (-1.182, -0.807, 6.779)
C (-0.570, 0.446, 6.832)
C (-0.526, 1.247, 5.693)
H (1.552, 0.938, 4.181)
H (3.796, 1.952, 4.204)
H (4.205, 4.117, 3.032)
H (2.315, 5.287, 1.899)
H (0.018, 4.353, 2.016)
H (-3.118, 2.001, 5.020)
H (-5.051, 3.515, 5.252)
H (-5.416, 5.344, 3.591)
H (-3.843, 5.607, 1.672)
H (-1.963, 4.005, 1.368)
H (-2.378, -0.697, 3.587)
H (-2.328, -2.196, 5.568)
H (-1.180, -1.452, 7.661)
H (-0.113, 0.808, 7.757)
H (-0.044, 2.227, 5.734)

Mulliken population analysis, charges in e, atoms 1 to 5:
1 C -0.574
2 C -0.173
3 C -0.024
4 H 0.560
5 C -1.205